Record 1
DFT (ωB97M-V/def2-TZVPD) results for a structure of composition C26H23BrN8O3Sn in a non-equilibrium geometry.

Calculated values
* electronic energy: -121270.8501 eV
* charge: 0
* gap between HOMO and LUMO: 6.78 eV
* HOMO energy: -6.9447 eV

```
62
Properties=species:S:1:pos:R:3:forces:R:3
C -2.70255 -3.91060 -2.05098 -0.5 0.0 -0.2
O -0.93095 -0.53220 -2.44058 0.1 -0.1 -0.2
N 3.11995 2.12080 2.91092 0.1 -0.2 -0.1
N -0.73735 0.60440 -1.89148 0.2 0.1 0.4
H 0.81065 4.73830 -2.11518 0.0 0.1 -0.1
C 2.84195 -3.14560 3.12602 0.2 -0.5 -0.3
C 3.42415 -0.67890 -0.39348 -0.1 -0.2 -0.2
C -0.52385 1.66680 -2.62398 -0.2 -0.7 -0.7
H -5.88185 -1.42940 -2.59778 0.0 0.0 0.0
H 1.83555 -4.19320 1.57012 0.0 -0.1 0.0
N 3.66315 0.20500 0.62282 -0.2 0.3 0.2
C 2.49155 0.83820 0.88722 0.1 -0.4 -0.4
C -5.09935 -1.09040 -1.93158 0.1 0.3 0.2
C 1.90605 -1.06170 3.79992 0.2 0.1 0.1
C 0.16555 4.12680 -2.74288 0.1 0.1 0.2
H -0.12115 -3.63530 0.67632 -0.1 0.1 0.0
C -3.86185 -3.21030 -2.23888 0.2 -0.1 -0.1
N -3.09945 -0.22630 -0.21378 0.0 0.2 -0.1
H -0.76395 -3.96780 -1.17528 0.0 0.0 0.1
C 2.87095 -2.01530 3.94662 0.0 0.0 -0.1
C 0.89085 -2.30810 1.96572 0.2 0.3 0.3
C -2.99755 -1.44170 -0.77788 -0.4 -0.6 -0.3
C -4.00875 -1.93670 -1.64968 0.3 0.1 0.2
C 2.25795 1.82380 1.90042 0.0 0.6 0.5
N -0.91095 -1.75790 0.39912 0.7 0.8 0.5
C 2.10435 -0.54620 -0.71028 0.5 -0.3 -0.3
H -4.10285 1.53970 -0.07758 0.0 0.1 0.1
H 4.19625 -1.30750 -0.78388 0.1 -0.1 -0.1
H 4.54945 0.34120 1.08262 -0.1 0.0 -0.1
Br 4.20005 -4.47420 3.34222 -0.1 0.1 0.0
O 0.02965 -0.21520 2.71162 -0.3 0.2 -0.3
H 2.97915 3.44230 4.58132 0.1 0.1 0.1
H -1.09145 2.41870 -4.56688 0.0 0.1 0.0
H -4.65175 -3.59330 -2.87078 0.0 0.0 -0.1
Sn -0.85445 0.73610 0.58182 -0.1 0.1 0.3
H 0.53315 3.97470 3.43412 -0.1 0.1 0.1
C -4.10835 0.55130 -0.52308 0.2 0.0 0.2
N 1.15665 2.53470 2.01072 0.1 -0.3 -0.5
C -1.69075 -3.41670 -1.22388 0.1 0.5 0.4
C 2.51045 3.04980 3.70262 -0.1 0.3 0.1
H 4.01695 1.70160 3.09522 -0.2 0.0 0.0
C 1.86175 -3.30120 2.18192 0.2 -0.1 0.1
H 3.65275 -1.91570 4.68692 0.0 0.0 0.1
H 0.12735 3.84870 0.87272 0.1 -0.2 -0.2
H -0.72325 4.71300 -2.97498 0.0 0.1 -0.1
C -5.14075 0.16590 -1.38178 -0.2 -0.3 -0.3
H -2.55335 -4.85500 -2.55598 0.0 0.0 0.0
H 0.47195 1.59100 -4.53188 0.1 0.0 -0.1
O 0.00615 4.13390 -0.04698 -0.1 0.2 -0.5
C 0.88445 -1.13760 2.80152 0.0 -0.2 0.0
C -1.83365 -2.23220 -0.52238 -0.6 -1.0 -0.8
H 1.50995 -1.05670 -1.44068 -0.1 -0.2 -0.3
C -0.54035 1.58950 -4.12538 -0.1 -0.3 0.3
H 0.67915 3.88770 -3.66788 0.0 -0.1 -0.1
N 1.55175 0.39700 0.08102 -0.6 0.5 0.6
N -0.29135 2.92950 -0.68228 0.1 -0.2 0.0
H -5.94395 0.85100 -1.60998 0.0 0.0 0.0
C 1.30075 3.29700 3.12002 0.3 0.0 0.4
C -0.22135 2.90460 -1.96628 0.2 1.2 1.1
C -0.08985 -2.57790 0.96522 -0.2 -0.2 -0.2
H 1.88905 -0.19880 4.44982 -0.1 0.1 0.0
H -1.01225 0.64690 -4.40058 0.0 0.1 0.0
```
Positions in Å, forces in eV/Å.

***

Record 2
DFT (ωB97M-V/def2-TZVPD) results for a structure of composition C26H23Cl3CoFN5O3.

Calculated values
* electronic energy: -118813.7849 eV
* charge: +3
* relative energy (zero: lowest compared OMol25 entry of this formula, charge and spin): 3.8 kcal per mole
* multiplicity: 5
* gap between HOMO and LUMO (alpha / beta): 7.11 / 3.72 eV
* expectation value of S²: 6.0453
* HOMO energy (alpha / beta): -15.4604 / -15.4598 eV

```
62
Properties=species:S:1:pos:R:3:forces:R:3
C 1.27898 2.61025 -0.41621 0.1 0.1 0.0
H -4.44251 -2.56925 -4.61765 0.0 0.0 0.0
C -4.91465 -1.67281 -4.99544 -0.1 0.0 0.0
H 1.35195 -1.46442 8.05415 0.0 0.0 0.0
C -4.77022 0.68921 -5.59558 -0.1 0.0 0.0
H -4.18710 1.59612 -5.67804 0.0 0.0 0.0
H 1.10673 4.07226 3.85076 0.0 0.0 0.0
C -6.24025 -1.68048 -5.38803 0.0 0.0 0.0
N 1.15635 -1.50709 -5.19452 -0.2 0.0 0.0
H 1.78905 1.44698 3.33663 0.0 0.0 0.0
H 2.81327 3.39399 2.08860 0.0 0.0 0.0
C 0.79099 0.37354 -1.09462 0.1 -0.1 0.2
C 0.98816 1.73570 -1.42050 0.1 0.0 0.0
C 1.85970 -2.52117 6.33399 0.0 0.0 0.1
H 1.42964 3.64647 -0.69849 0.0 0.0 0.0
C -4.19291 -0.48233 -5.10318 0.4 0.0 0.1
C 0.89119 -1.30747 0.72484 0.0 0.0 -0.1
C 0.74457 3.79136 2.87158 0.0 0.0 0.0
C 1.59623 -0.02943 6.53149 -0.1 -0.1 0.1
H 0.57783 -2.76994 4.61695 0.0 0.0 0.0
H -0.21197 3.28503 2.85380 0.0 0.0 0.0
Cl 0.33637 -3.18095 -8.26127 0.0 0.0 0.0
N 1.16454 -1.39669 7.05048 0.0 0.0 0.0
H -7.86146 -0.53493 -6.18929 0.0 0.0 0.0
Cl 2.10933 -4.67585 -6.50541 0.0 0.0 0.0
H 2.27722 -3.15286 4.35701 0.0 0.0 0.0
Co 0.23470 -0.26408 -3.88707 -0.2 0.2 0.1
C 1.32626 1.02017 1.32186 0.0 0.0 -0.1
O 1.09276 3.55525 -2.89507 0.1 0.0 0.0
C 1.75949 3.38284 1.83651 0.0 0.0 0.0
N -1.70344 -0.46715 -4.42317 0.1 0.0 0.1
C 1.73769 -3.10330 -7.20244 -0.1 0.3 0.3
C 1.49780 -0.68697 3.04785 0.0 0.1 -0.2
C 1.38743 -2.20317 -6.07100 0.2 -0.1 -0.2
C 1.04697 4.69072 1.71334 0.0 0.0 0.0
H -6.81612 -2.59228 -5.31600 0.0 0.0 0.0
H 3.42287 -0.60028 5.50579 0.0 0.0 0.0
H 0.64722 -2.06180 -0.01173 0.0 0.0 0.0
H 2.17400 0.45828 7.31394 0.0 0.0 0.0
C -6.09720 0.66056 -5.98397 0.0 0.0 0.0
N 1.80003 -1.07838 4.30444 0.0 0.0 0.2
C 1.12540 -1.65970 2.02223 0.1 0.2 0.2
H 1.47482 -3.46046 6.72744 0.0 0.0 0.0
H 0.15194 -1.50208 6.95735 0.0 0.0 0.0
H 0.28574 4.79354 0.95256 0.0 0.0 0.0
C 2.44009 -0.18371 5.27780 0.0 0.0 -0.2
H 0.69059 0.54584 6.35344 0.0 0.0 0.0
C 0.99444 0.01910 0.34184 0.0 0.1 -0.2
C 1.56595 0.66132 2.63548 0.0 -0.2 0.1
N 1.41747 2.31842 0.90278 -0.1 -0.1 0.0
Cl 3.12566 -2.39368 -8.00586 0.1 0.0 -0.1
H -6.56185 1.55525 -6.37335 0.0 0.0 0.0
H 2.62096 0.79846 4.85819 0.0 0.0 0.0
H 2.91439 -2.45603 6.59004 0.0 0.0 0.0
C -6.82516 -0.51893 -5.87975 0.0 0.0 0.0
C -2.81231 -0.46975 -4.72353 -0.2 0.0 -0.1
H 1.63763 5.57827 1.88502 0.0 0.0 0.0
C 1.59515 -2.45102 4.83854 0.0 0.1 -0.2
O 0.49723 -0.56664 -1.86486 0.0 0.0 -0.1
C 0.93610 2.36245 -2.82020 -0.2 0.0 0.0
O 0.70846 1.55639 -3.80082 0.1 -0.1 -0.1
F 1.06578 -2.93265 2.36025 0.0 0.0 -0.1
```
Positions in Å, forces in eV/Å.

***

Record 3
DFT (ωB97M-V/def2-TZVPD) results for a cluster of 5 separate species, C26H23ClN2O9P in total.

Calculated values
* electronic energy: -70550.9070 eV
* charge: -1
* gap between HOMO and LUMO: 2.85 eV
* HOMO energy: -3.0370 eV

```
62
Properties=species:S:1:pos:R:3:forces:R:3
H -4.87644 -7.06223 5.20435 0.0 0.0 0.0
P -2.75370 -1.02324 1.22737 0.0 -0.4 -0.2
O -0.95155 -6.77372 3.10751 0.0 -0.1 0.0
N -1.48072 -1.11592 2.20387 0.3 0.4 0.1
O -0.01243 -5.46965 -0.14743 0.0 0.0 -0.1
C 1.18570 0.42822 2.58604 0.2 -0.4 0.1
C 3.17663 7.28329 -5.61780 0.0 0.0 0.0
C 0.04033 4.73088 0.22441 0.1 0.0 0.0
C -1.53972 3.11984 -0.95053 -0.1 0.0 -0.1
C 3.40250 -5.99451 -0.93914 0.0 0.0 0.0
H -2.35751 3.81854 -2.77728 0.0 0.0 0.0
H 2.85494 -8.50534 1.43396 0.0 0.0 0.0
C 1.39993 -7.10949 0.78157 -0.1 -0.1 0.0
C -0.64719 3.41277 0.20089 -0.2 0.0 -0.2
O -1.17083 6.12509 -2.80436 0.0 0.0 0.0
C 0.90024 -1.04580 2.30414 -0.5 0.0 0.2
O -2.87120 0.57289 0.70122 -0.1 0.2 -0.2
C -2.37594 -4.89414 3.05556 0.1 0.0 0.0
H -2.04070 2.15875 -0.92420 0.0 -0.1 0.1
H 2.58769 10.68382 -5.84951 0.0 0.0 0.0
H 1.76825 -1.55209 1.87227 0.1 0.1 0.0
H 4.21986 -5.63687 -1.55265 0.0 0.0 0.0
H 0.25326 0.91233 2.86279 0.0 0.1 -0.1
H -2.46822 1.15086 1.36591 0.2 0.0 0.2
C 1.00623 7.81847 -4.59975 0.0 0.0 0.0
C 1.20750 9.25381 -4.92524 0.0 0.0 0.0
C -0.13172 5.61077 -0.75794 0.0 0.0 0.0
O -0.49987 2.60065 1.08191 0.1 0.1 0.3
C -1.70993 4.00492 -1.93011 0.0 0.0 0.0
H 1.94781 -4.59729 -1.59613 0.0 0.0 0.0
C 3.37657 8.71946 -5.94308 0.0 0.0 0.0
C 2.46468 9.63224 -5.62302 0.0 0.0 0.0
H 0.68119 4.92192 1.07596 0.0 0.0 0.0
C -3.53746 -4.35527 3.42629 0.1 0.0 -0.1
C 3.70395 -7.15255 -0.06052 0.0 0.0 0.0
C 1.09206 -5.95795 -0.10778 0.0 0.0 0.0
H -3.79098 -3.33421 3.15688 -0.1 -0.1 0.1
N -0.24882 -1.26535 1.42575 0.1 -0.2 -0.2
H 1.89781 0.53632 3.40894 0.0 0.0 0.0
H -0.21883 -0.52440 0.72697 0.1 0.0 0.0
C 1.92200 6.90785 -4.92158 0.0 0.0 0.0
C -4.14749 -6.52008 4.61437 0.0 0.0 0.0
C -4.51509 -5.12752 4.23131 0.1 0.1 0.0
C -1.01882 5.31353 -1.91011 -0.1 0.0 0.0
H 0.64852 -1.53522 3.24582 0.1 -0.2 0.0
H 0.58153 -7.45621 1.40036 0.0 0.1 0.0
O 4.80783 -7.65986 -0.04892 0.0 0.0 0.0
H 0.08602 7.55787 -4.09056 0.0 0.0 0.0
H -1.65046 -4.34102 2.46906 0.0 0.0 0.0
C -2.01162 -6.27631 3.43612 0.0 0.1 0.0
H 1.79726 5.85653 -4.69434 0.0 0.0 0.0
H 4.29979 8.96939 -6.45048 0.0 0.0 0.0
C 2.60908 -7.66462 0.79770 0.0 0.0 0.0
C 2.19354 -5.44053 -0.96319 0.0 0.0 0.0
H 1.62423 0.89964 1.70530 -0.1 0.2 0.0
Cl -4.20223 -0.96053 2.82168 -0.2 0.2 0.0
H 0.35782 6.57681 -0.76835 0.0 0.0 0.0
C -2.98592 -7.05105 4.24863 0.0 0.0 0.0
H -2.69380 -8.05927 4.51640 0.0 0.0 0.0
O 0.38214 10.09235 -4.63462 0.0 0.0 0.0
O -5.57920 -4.66316 4.58201 0.0 0.0 0.0
O 4.01145 6.45556 -5.91471 0.0 0.0 0.0
```
Positions in Å, forces in eV/Å.

***

Record 4
DFT (ωB97M-V/def2-TZVPD) results for a structure of composition C26H23F3N3O6Tl.

Calculated values
* electronic energy: -56932.8130 eV
* charge: 0
* relative energy (zero: lowest compared OMol25 entry of this formula, charge and spin): 2.6 kcal per mole
* gap between HOMO and LUMO: 8.67 eV
* HOMO energy: -8.4435 eV

```
62
Properties=species:S:1:pos:R:3:forces:R:3
H -0.57377 3.66637 0.10807 0.0 0.0 0.0
O 1.61478 0.94147 0.30683 0.1 -0.1 0.1
C -2.20826 5.04545 -0.04727 0.1 0.0 0.0
H 3.65742 0.25513 -3.02287 0.0 0.0 0.0
H 0.72658 0.03201 -5.50759 0.0 0.0 0.0
H -2.89378 -8.22567 2.41379 0.0 0.0 0.0
C -2.41261 -6.75753 0.92363 0.0 0.0 0.0
H -2.23747 -6.76551 4.30249 0.0 0.0 0.0
C 3.30665 2.25390 2.12082 -0.1 0.1 -0.1
C -2.34332 2.71494 -0.65011 0.1 -0.1 0.0
C 1.08775 -1.39384 -3.24191 -0.2 0.0 0.0
C -1.58843 -4.67244 1.74512 0.1 0.3 -0.1
H -4.24910 2.04270 -1.35764 0.0 0.0 0.0
C 2.29372 0.20881 1.08634 -0.2 0.1 0.0
H 3.82990 -1.00730 2.88082 0.0 0.1 0.0
C -1.71914 1.41878 -0.73952 -0.3 0.3 -0.1
O 2.13992 -1.05871 1.06213 -0.2 0.2 -0.1
H 2.41193 0.19040 -1.75953 0.0 0.0 -0.1
F -4.02058 7.03545 1.00476 0.0 0.1 0.1
H 4.20501 3.91375 3.11365 0.0 0.0 0.0
F -5.47137 6.56837 -0.53025 -0.1 0.0 0.0
N 1.74153 -0.31792 -3.68394 0.1 0.1 -0.1
H -1.38548 -4.48356 3.87064 0.0 0.0 0.0
Tl 0.14660 -1.07512 -0.03480 0.1 0.0 0.2
C -4.27836 4.13663 -0.87655 0.0 -0.1 0.0
C 4.86239 2.03584 3.94114 0.0 0.0 0.0
C -3.68085 2.89080 -0.99848 0.0 0.0 0.0
C 4.14078 2.83368 3.07663 0.1 0.0 0.0
C 0.26777 -2.19065 -4.22269 0.0 0.0 0.0
O 2.63338 3.07013 1.28850 0.1 0.0 0.2
C -1.68468 -5.12469 3.05390 0.0 0.1 0.0
C 1.73143 0.06030 -5.09462 0.1 0.0 0.1
H 2.09850 1.07924 -5.17461 0.0 0.0 0.0
H -0.11614 -3.06563 -3.70794 0.0 0.0 0.0
O 1.13767 -1.75648 -2.05443 0.1 -0.2 0.2
O -0.63425 -1.35455 2.10313 -0.1 0.2 0.2
H -0.57152 -1.59798 -4.59278 0.0 0.0 0.0
H 5.33629 0.02628 4.56818 0.0 0.0 0.0
H 2.37848 -0.58399 -5.69309 0.0 0.0 0.0
H 0.86560 -2.50190 -5.08065 0.0 0.0 0.0
C -2.16254 -6.40370 3.28444 0.0 0.0 0.0
C -2.52779 -7.22424 2.22432 0.0 0.0 0.0
C 2.60834 0.45221 -2.79200 0.0 -0.1 -0.1
C -1.94021 -5.47551 0.67520 0.0 -0.1 -0.1
N -1.10314 -2.48455 2.40915 0.2 -0.2 -0.4
H 5.50859 2.50228 4.67468 0.0 0.0 0.0
C -1.19821 0.32973 -0.79575 0.0 0.2 -0.1
O -0.68348 -3.12072 0.21834 0.1 0.0 0.3
C 3.93799 0.06892 2.94679 0.0 -0.1 0.0
H 2.40842 1.51474 -2.92306 0.0 0.0 0.0
C 4.76887 0.64405 3.88456 0.0 0.0 0.0
C -1.60920 3.80654 -0.17529 0.0 0.0 0.0
C -3.54227 5.20752 -0.39770 0.0 0.0 0.0
N -1.09587 -3.34446 1.46188 -0.2 -0.5 0.1
C 3.20088 0.85548 2.05710 0.2 -0.3 0.0
H -1.83251 -5.09638 -0.33017 0.0 0.0 0.0
H -2.68790 -7.39296 0.09096 0.0 0.0 0.0
H -5.31739 4.27127 -1.14262 0.0 0.0 0.0
F -3.57692 7.46712 -1.06075 0.0 0.1 -0.1
H -1.64237 5.88764 0.33257 0.0 0.0 0.0
C -4.16104 6.56776 -0.24773 0.1 -0.2 0.0
H 2.10273 2.48028 0.70582 -0.1 0.0 0.0
```
Positions in Å, forces in eV/Å.